# 1
{
  "formula": "C3H5N3",
  "method": "ωB97M-V/def2-TZVPD",
  "smiles": "Cc1cn[nH]n1",
  "spin_multiplicity": 1,
  "total_charge": 0,
  "lumo_energy_ev": 1.051,
  "homo_ev": -9.89,
  "symbols": ["C", "C", "C", "N", "N", "N", "H", "H", "H", "H", "H"],
  "coordinates": [[1.69902, -0.08620, -0.21225], [0.25257, 0.20071, 0.17858], [-0.82889, -0.34114, -0.72159], [-1.97689, -0.05432, -0.20264], [-1.75765, 0.67429, 0.89106], [-0.32915, 0.78136, 1.19976], [1.73107, -1.16738, -0.39680], [1.89772, 0.39776, -1.17628], [2.53886, 0.15198, 0.45270], [-0.86160, -0.91368, -1.65995], [-2.37479, 0.33296, 1.63256]]
}



# 2
{
  "formula": "C3H5N3",
  "method": "ωB97M-V/def2-TZVPD",
  "spin_multiplicity": 1,
  "total_charge": 0,
  "lumo_energy_ev": 0.884,
  "homo_ev": -9.89,
  "symbols": ["C", "N", "C", "N", "C", "N", "H", "H", "H", "H", "H"],
  "coordinates": [[0.88760, -0.34570, -1.29622], [0.09874, -0.02320, -0.13205], [-1.23018, -0.08205, 0.07445], [-1.54169, 0.31071, 1.29540], [-0.32625, 0.62498, 1.77302], [0.69855, 0.44680, 0.96962], [1.38026, 0.55395, -1.67152], [1.64658, -1.08593, -1.03274], [0.23132, -0.75318, -2.06548], [-1.92507, -0.40837, -0.68601], [0.08014, 0.76198, 2.77152]]
}



# 3
{
  "formula": "C3H5N3",
  "method": "ωB97M-V/def2-TZVPD",
  "spin_multiplicity": 1,
  "total_charge": 0,
  "lumo_energy_ev": 0.329,
  "homo_ev": -7.61,
  "symbols": ["N", "C", "N", "N", "C", "C", "H", "H", "H", "H", "H"],
  "coordinates": [[-1.82951, -0.01671, 0.08375], [-0.35837, -0.09941, 0.00038], [0.33344, -1.20506, -0.24228], [1.56759, -0.68131, -0.20278], [1.56084, 0.66797, 0.05245], [0.26143, 1.13360, 0.20286], [-2.34125, -0.20882, -0.77919], [-2.26653, -0.51297, 0.86235], [2.35911, -1.28586, -0.35602], [2.50363, 1.19818, 0.10598], [-1.79039, 1.01039, 0.27251]]
}



# 4
{
  "formula": "C3H5N3",
  "method": "ωB97M-V/def2-TZVPD",
  "spin_multiplicity": 1,
  "total_charge": 0,
  "lumo_energy_ev": 0.587,
  "homo_ev": -9.76,
  "symbols": ["C", "N", "C", "N", "C", "N", "H", "H", "H", "H", "H"],
  "coordinates": [[0.97722, -0.59334, -1.15757], [0.35090, 0.22365, -0.17217], [-0.98580, -0.05588, -0.15203], [-1.48229, 0.18258, 1.03937], [-0.42541, 0.75836, 1.64604], [0.71726, 0.81141, 0.95851], [1.82885, -0.07031, -1.68053], [1.32282, -1.55908, -0.81371], [-0.26495, -1.06891, -1.24616], [-1.53324, 0.20007, -1.05642], [-0.50536, 1.17144, 2.63467]]
}



# 5
{
  "formula": "C3H5N3",
  "method": "ωB97M-V/def2-TZVPD",
  "smiles": "Nc1ccn[nH]1",
  "spin_multiplicity": 1,
  "total_charge": 0,
  "lumo_energy_ev": 0.881,
  "homo_ev": -8.15,
  "symbols": ["N", "C", "C", "C", "N", "N", "H", "H", "H", "H", "H"],
  "coordinates": [[-1.82281, -0.07968, 0.33010], [-0.48737, -0.15006, -0.01880], [0.53143, -1.08043, -0.03314], [1.71355, -0.20823, 0.08176], [1.46436, 1.06821, -0.02308], [0.12052, 1.19205, -0.09695], [-2.46872, -0.85248, 0.39553], [-2.19190, 0.74162, -0.11199], [0.51287, -2.17901, -0.20825], [2.73030, -0.48979, 0.34267], [-0.10223, 2.03780, -0.65787]]
}



# 6
{
  "formula": "C3H5N3",
  "method": "ωB97M-V/def2-TZVPD",
  "smiles": "Nc1c[nH]cn1",
  "spin_multiplicity": 1,
  "total_charge": 0,
  "lumo_energy_ev": 1.000,
  "homo_ev": -7.87,
  "symbols": ["N", "C", "C", "N", "C", "N", "H", "H", "H", "H", "H"],
  "coordinates": [[-0.08275, 1.71430, 1.13876], [-0.04977, 0.53747, 0.38402], [-0.80042, -0.61343, 0.34752], [-0.29287, -1.32136, -0.73833], [0.70035, -0.58123, -1.27559], [0.88130, 0.53563, -0.62314], [0.77988, 2.19355, 0.90518], [-0.18313, 1.62789, 2.14034], [-1.62160, -1.00015, 0.93478], [-0.60389, -2.21939, -1.06951], [1.27290, -0.87328, -2.14402]]
}



# 7
{
  "formula": "C3H5N3",
  "method": "ωB97M-V/def2-TZVPD",
  "spin_multiplicity": 1,
  "total_charge": 0,
  "lumo_energy_ev": [0.243, 0.356],
  "homo_ev": [-7.64, -7.45],
  "symbols": ["C", "C", "C", "N", "N", "N", "H", "H", "H", "H", "H"],
  "coordinates": [[-0.29367, -0.04479, -2.10361], [-1.39540, -0.00118, 0.28769], [0.49469, -0.68931, -1.13036], [-0.88963, 0.43953, -2.94888], [-0.87073, 0.59286, 1.20421], [1.53975, 0.07903, -0.72083], [-2.42395, 0.06465, -0.23442], [0.39032, -1.68882, -1.13638], [-1.23248, 1.29154, 1.82797], [1.37180, 1.08629, -0.67448], [2.03034, -0.15981, 0.14332]]
}



# 8
{
  "formula": "C3H5N3",
  "method": "ωB97M-V/def2-TZVPD",
  "spin_multiplicity": 1,
  "total_charge": 0,
  "lumo_energy_ev": -0.002,
  "homo_ev": -7.77,
  "symbols": ["C", "C", "C", "N", "N", "N", "H", "H", "H", "H", "H"],
  "coordinates": [[-1.78204, 0.03938, 0.05213], [-0.17569, -0.30892, 0.23944], [0.83339, 0.41043, -0.28667], [2.16393, -0.12423, -0.06537], [2.45508, -1.13559, 0.53908], [-0.72841, -1.23059, 0.86509], [-1.96080, -0.10355, -1.01297], [-1.77273, 1.08492, 0.36977], [-2.55468, -0.47338, 0.62705], [0.71646, 1.33008, -0.84066], [2.87668, 0.49722, -0.50749]]
}



# 9
{
  "formula": "C3H5N3",
  "method": "ωB97M-V/def2-TZVPD",
  "smiles": "Cn1ccnn1",
  "spin_multiplicity": 1,
  "total_charge": 0,
  "lumo_energy_ev": 0.857,
  "homo_ev": -9.77,
  "symbols": ["C", "N", "C", "C", "N", "N", "H", "H", "H", "H", "H"],
  "coordinates": [[-1.67764, -0.09497, 0.05188], [-0.23844, -0.19864, -0.07236], [0.70536, 0.75089, 0.11485], [1.88878, 0.07659, -0.04545], [1.60958, -1.22541, -0.31612], [0.32338, -1.38494, -0.32721], [-2.12830, -0.83950, -0.60497], [-1.98784, -0.28464, 1.08302], [-1.99777, 0.90410, -0.25009], [0.46152, 1.78113, 0.32829], [2.90450, 0.44048, 0.01164]]
}



# 10
{
  "formula": "C3H5N3",
  "method": "ωB97M-V/def2-TZVPD",
  "spin_multiplicity": 1,
  "total_charge": 0,
  "lumo_energy_ev": [0.031, 0.041],
  "homo_ev": [-7.54, -7.86],
  "symbols": ["C", "C", "C", "N", "N", "N", "H", "H", "H", "H", "H"],
  "coordinates": [[0.55947, -0.72900, -0.73471], [-0.63681, 0.72624, 0.66712], [-0.57352, -0.02737, 1.75120], [-0.07966, 0.39287, -0.58461], [-0.49890, 1.12827, -1.59427], [1.68030, -1.19324, -0.96191], [0.00740, 0.88461, -2.44501], [1.77051, -2.18548, -1.15455], [-1.13327, 1.68344, 0.62179], [-0.08477, -0.98559, 1.76060], [-1.01075, 0.30524, 2.67434]]
}



# 11
{
  "formula": "C3H5N3",
  "method": "ωB97M-V/def2-TZVPD",
  "smiles": "CN=C=N.C#N",
  "spin_multiplicity": 1,
  "total_charge": 0,
  "lumo_energy_ev": 0.812,
  "homo_ev": -10.23,
  "symbols": ["C", "N", "C", "N", "H", "H", "H", "H", "C", "N", "H"],
  "coordinates": [[0.62067, -0.40314, 1.56031], [1.14610, -0.09979, 0.24344], [0.74119, -0.40942, -0.85303], [0.32007, -0.53349, -2.01083], [1.43937, -0.37685, 2.28182], [-0.11555, 0.35992, 1.83157], [0.14098, -1.38661, 1.59658], [0.66092, -1.32413, -2.54507], [-1.71761, 1.39310, -0.70738], [-2.09283, 1.71965, 0.33433], [-1.33702, 1.04523, -1.65350]]
}



# 12
{
  "formula": "C3H5N3",
  "method": "ωB97M-V/def2-TZVPD",
  "smiles": "Cn1cnnc1",
  "spin_multiplicity": 1,
  "total_charge": 0,
  "lumo_energy_ev": 0.661,
  "homo_ev": -9.86,
  "symbols": ["C", "N", "C", "N", "N", "C", "H", "H", "H", "H", "H"],
  "coordinates": [[0.48839, 0.49540, 1.26313], [-0.00168, -0.00159, -0.00700], [0.46867, -1.04440, -0.74525], [-0.23126, -1.19625, -1.83568], [-1.20191, -0.22849, -1.83352], [-1.04729, 0.46866, -0.74160], [0.80722, 1.53745, 1.17451], [1.34420, -0.10890, 1.56845], [-0.28304, 0.41756, 2.03451], [1.31122, -1.65015, -0.43878], [-1.65452, 1.31073, -0.43877]]
}



# 13
{
  "formula": "C3H5N3",
  "method": "ωB97M-V/def2-TZVPD",
  "smiles": "Cn1nccn1",
  "spin_multiplicity": 1,
  "total_charge": 0,
  "lumo_energy_ev": 1.001,
  "homo_ev": -9.50,
  "symbols": ["C", "N", "N", "C", "C", "N", "H", "H", "H", "H", "H"],
  "coordinates": [[-1.70053, -0.03342, 0.18106], [-0.25926, 0.00928, 0.00882], [0.45902, 1.11232, 0.13631], [1.72072, 0.72183, 0.01958], [1.78839, -0.71419, -0.08159], [0.46918, -1.09300, -0.02882], [-1.95669, 0.04849, 1.24190], [-2.05158, -0.99317, -0.20419], [-2.16631, 0.78505, -0.37274], [2.51434, 1.46280, 0.06943], [1.43461, -1.50019, -0.92281]]
}



# 14
{
  "formula": "C3H5N3O",
  "method": "ωB97M-V/def2-TZVPD",
  "smiles": "O/N=C1/CNC=N1",
  "spin_multiplicity": 1,
  "total_charge": 0,
  "lumo_energy_ev": 0.418,
  "homo_ev": -8.19,
  "symbols": ["O", "N", "C", "C", "N", "C", "N", "H", "H", "H", "H", "H"],
  "coordinates": [[-0.67064, 2.34656, -0.82942], [-0.90053, 1.29189, 0.06696], [-0.19301, 0.22671, 0.17037], [-0.58287, -0.81654, 1.06375], [0.30168, -1.84313, 0.43517], [1.22134, -1.24461, -0.41341], [0.89440, 0.02854, -0.58140], [0.16275, 2.24233, -1.31644], [-0.15331, -0.67257, 2.17114], [-1.83412, -1.00211, 1.21444], [0.20377, -3.04023, 0.70759], [2.24443, -1.63445, -0.51079]]
}



# 15
{
  "formula": "C3H5N3O",
  "method": "ωB97M-V/def2-TZVPD",
  "smiles": "C/N=c1\\nco[nH]1",
  "spin_multiplicity": 1,
  "total_charge": 0,
  "lumo_energy_ev": 0.743,
  "homo_ev": -8.93,
  "symbols": ["C", "N", "C", "N", "C", "O", "N", "H", "H", "H", "H", "H"],
  "coordinates": [[-2.65671, 0.27406, -0.03113], [-1.49485, -0.58071, 0.04832], [-0.25002, -0.18292, 0.00732], [0.35230, 1.13550, -0.08434], [1.57253, 0.88778, 0.02099], [2.04420, -0.33412, -0.04422], [0.78506, -1.16113, 0.13396], [-2.37911, 1.30231, -0.07427], [-3.49306, -0.11062, -0.81886], [-3.26935, 0.16685, 0.92723], [2.32366, 1.66408, 0.25963], [0.97194, -1.97879, -0.60856]]
}



# 16
{
  "formula": "C3H5N3O",
  "method": "ωB97M-V/def2-TZVPD",
  "smiles": "[H]/N=C(\\N)[C@@H]1NC1=O",
  "spin_multiplicity": 1,
  "total_charge": 0,
  "lumo_energy_ev": 0.702,
  "homo_ev": -9.57,
  "symbols": ["H", "N", "C", "N", "C", "N", "C", "O", "H", "H", "H", "H"],
  "coordinates": [[-0.45411, 2.21126, -0.76431], [0.08294, 1.51959, -0.24302], [-0.50890, 0.39074, -0.17634], [-1.75191, 0.05503, -0.65867], [0.20023, -0.71227, 0.54993], [1.37436, -0.29440, 1.37707], [1.62710, -0.89148, 0.18914], [2.47050, -1.21530, -0.59370], [-2.15265, 0.64664, -1.37119], [-1.98409, -0.92285, -0.74313], [-0.40916, -1.50210, 0.98661], [1.50571, 0.71514, 1.44762]]
}



# 17
{
  "formula": "C3H5N3O",
  "method": "ωB97M-V/def2-TZVPD",
  "smiles": "Nc1[nH]ncc1O",
  "spin_multiplicity": 1,
  "total_charge": 0,
  "lumo_energy_ev": 0.745,
  "homo_ev": -7.09,
  "symbols": ["N", "C", "N", "N", "C", "C", "O", "H", "H", "H", "H", "H"],
  "coordinates": [[-0.28770, 1.72133, -1.03313], [-0.01729, 0.49989, -0.55349], [0.10571, -0.60676, -1.22794], [0.34593, -1.78770, -0.65580], [0.35032, -1.56887, 0.71459], [0.22470, -0.22465, 1.05758], [-0.17239, 0.50983, 2.08694], [-0.77878, 1.83175, -1.93455], [-0.69610, 2.11859, -0.16063], [0.13083, -0.66871, -2.25590], [0.29429, -2.53589, 1.30245], [0.50048, 0.71119, 2.65988]]
}



# 18
{
  "formula": "C3H5N3O",
  "method": "ωB97M-V/def2-TZVPD",
  "smiles": "OCc1nc[nH]n1",
  "spin_multiplicity": 1,
  "total_charge": 0,
  "lumo_energy_ev": 0.862,
  "homo_ev": -10.14,
  "symbols": ["O", "C", "C", "N", "C", "N", "N", "H", "H", "H", "H", "H"],
  "coordinates": [[0.27378, -1.03621, 2.25772], [0.72202, 0.07451, 1.50684], [0.09772, 0.16345, 0.14640], [-1.16245, 0.63638, -0.08167], [-1.28248, 0.52875, -1.38497], [-0.15546, 0.01361, -1.91110], [0.74415, -0.22495, -0.93903], [0.56375, -1.83392, 1.79623], [1.81359, 0.06734, 1.38643], [0.44169, 0.96001, 2.08076], [-2.14019, 0.80964, -1.98185], [0.08389, -0.15859, -2.87576]]
}



# 19
{
  "formula": "C3H5N3O",
  "method": "ωB97M-V/def2-TZVPD",
  "spin_multiplicity": 1,
  "total_charge": 0,
  "lumo_energy_ev": 0.901,
  "homo_ev": -8.40,
  "symbols": ["C", "C", "C", "N", "N", "N", "O", "H", "H", "H", "H", "H"],
  "coordinates": [[-0.78526, -0.37774, 1.92755], [-0.54275, 0.30823, -0.42895], [0.58625, -0.14982, 0.15050], [-1.59958, 0.25119, 1.25295], [-0.74037, 0.87357, -1.61965], [1.80339, -0.36792, -0.48910], [0.44717, -0.65622, 1.37037], [-0.95614, -0.84597, 2.84991], [-0.84546, 1.85668, -1.64125], [-1.57810, 0.55733, -2.14671], [2.54783, -0.76845, 0.15744], [1.66302, -0.68089, -1.38306]]
}



# 20
{
  "formula": "C3H5N3O",
  "method": "ωB97M-V/def2-TZVPD",
  "smiles": "COn1ccnn1",
  "spin_multiplicity": 1,
  "total_charge": 0,
  "lumo_energy_ev": 0.922,
  "homo_ev": -9.93,
  "symbols": ["C", "O", "N", "C", "C", "N", "N", "H", "H", "H", "H", "H"],
  "coordinates": [[1.98614, -0.39399, 0.24667], [1.22279, 0.37084, -0.68012], [-0.13383, 0.12055, -0.51233], [-1.09205, 1.02557, -0.16042], [-2.19927, 0.23060, 0.05038], [-1.87223, -1.03589, -0.19051], [-0.62256, -1.14971, -0.49150], [3.02286, 0.11846, 0.12878], [1.65071, -0.20114, 1.30391], [2.08177, -1.53192, -0.03162], [-0.82852, 2.02591, -0.08957], [-3.21581, 0.42072, 0.42631]]
}



ΔE to the lowest compared entry with this formula, charge and spin, record by record: 159.0, 68.5, 361.2, 370.9, 157.3, 7.5, 415.0, 634.1, 115.5, 458.2, 158.7, 77.3, 397.8, 486.9, 377.1, 194.7, 398.9, 111.6, 351.4, 414.6 kJ/mol